Entry from OMol25: a 2-piece molecular cluster, C5H14 overall (wB97M-V/def2-TZVPD).

Computed properties:
**HOMO level**: -11.4 eV
**Total energy**: -198.8849 Ha
**Structure (SMILES)**: CCC.CC
**Relative energy (zero: lowest compared OMol25 entry of this formula, charge and spin)**: 0.116 eV

Each atom is followed by the atoms it is bonded to, with distances in Å.
Geometry (Å):
1 C 0.34 -2.15 -1.72  C2 1.546, H3 1.085, H4 1.092, H5 1.097
2 C -1.11 -2.61 -1.41  C1 1.546, H6 1.088, H7 1.088, H8 1.092
3 H 0.58 -1.31 -1.07  C1 1.085
4 H 1.07 -2.93 -1.51  C1 1.092
5 H 0.40 -1.76 -2.74  C1 1.097
6 H -1.77 -1.74 -1.43  C2 1.088
7 H -1.15 -3.06 -0.42  C2 1.088
8 H -1.43 -3.40 -2.09  C2 1.092
9 C -0.02 1.52 0.67  C10 1.529, C11 1.529, H12 1.092, H13 1.086
10 C 0.87 2.76 0.54  C9 1.529, H14 1.089, H15 1.095, H18 1.084
11 C -0.05 0.89 2.06  C9 1.529, H16 1.087, H17 1.094, H19 1.090
12 H -1.05 1.71 0.36  C9 1.092
13 H 0.35 0.76 -0.02  C9 1.086
14 H 1.82 2.58 1.03  C10 1.089
15 H 0.42 3.62 1.03  C10 1.095
16 H -0.59 -0.05 2.01  C11 1.087
17 H 0.96 0.66 2.41  C11 1.094
18 H 0.97 3.02 -0.51  C10 1.084
19 H -0.60 1.49 2.78  C11 1.090